Entry 1:
This record from OMol25 describes C38H32N4O6Pd as an isolated structure in a non-equilibrium geometry. The level of theory is wB97M-V/def2-TZVPD.

Last column: Löwdin charge in e.
Cartesian coordinates (Å):
Pd1 0.1977 0.2737 -1.0304  1.09
C1 -1.9305 -1.5326 -2.9881  -0.03
C2 -1.5451 -2.5587 -2.0076  -0.16
C3 -2.5135 -3.4825 -1.4880  -0.01
C4 -2.0788 -4.6635 -0.8751  0.00
C5 -0.6631 -4.8768 -0.7061  0.00
C6 0.3036 -3.9934 -1.1466  -0.21
C7 1.7311 -4.1897 -0.9738  -0.05
C8 -0.1391 -2.7532 -1.6817  -0.21
N1 0.6488 -1.7231 -1.8517  0.10
C9 1.9789 -1.7845 -2.4318  -0.38
O1 2.3533 -2.6420 -3.1669  0.12
C10 2.8804 -0.5750 -2.1512  -0.14
C11 4.2338 -0.5458 -2.4817  0.03
C12 5.0269 0.5744 -2.1582  0.01
C13 4.3726 1.6460 -1.5152  0.05
C14 2.9833 1.5637 -1.3295  -0.16
N2 2.2509 0.4970 -1.6314  0.05
C15 2.2813 2.7492 -0.6905  -0.44
O2 3.0286 3.5644 -0.1730  0.08
N3 0.9300 2.8407 -0.7298  0.17
C16 0.2578 3.9098 -1.0677  -0.18
C17 0.7680 4.9852 -1.9143  -0.16
C18 2.1099 5.0300 -2.5182  -0.04
C19 -0.0504 6.0567 -2.1506  -0.06
C20 -1.2898 6.1598 -1.5770  -0.04
C21 -1.8305 5.1117 -0.7927  -0.03
C22 -1.0795 3.9915 -0.5416  -0.17
C23 -1.7168 2.8948 0.2751  -0.03
H1 -1.2690 -1.8915 -3.8394  0.13
H2 -1.6111 -0.5142 -2.7101  0.03
H3 -2.9672 -1.5971 -3.1686  0.07
H4 -3.5427 -3.3563 -1.7239  0.11
H5 -2.8099 -5.4283 -0.6011  0.11
H6 -0.2527 -5.7046 -0.1461  0.11
H7 1.7863 -5.0476 -0.2914  0.09
H8 2.2358 -3.3831 -0.4767  0.08
H9 2.2764 -4.4366 -1.9110  0.10
H10 4.6995 -1.3466 -2.9822  0.11
H11 6.0762 0.6224 -2.3956  0.11
H12 4.8486 2.4625 -1.1039  0.09
H13 2.4183 4.0452 -2.8835  0.07
H14 2.8588 5.3886 -1.8518  0.08
H15 2.1582 5.6982 -3.4062  0.10
H16 0.3354 6.9027 -2.8076  0.14
H17 -1.8563 7.0933 -1.7130  0.12
H18 -2.8334 5.2405 -0.4247  0.11
H19 -2.6189 3.2803 0.6927  0.07
H20 -1.0745 2.5273 1.1490  0.10
H21 -1.8612 2.0172 -0.3279  0.04
O3 0.2377 -0.2985 1.4244  -0.09
C24 -1.0150 -0.7932 1.9171  -0.30
C25 -2.0655 -0.7950 0.7792  -0.59
O4 -3.1486 -1.3767 1.0046  0.02
O5 -1.7771 -0.1638 -0.2562  -0.11
C26 -0.7664 -2.2650 2.2894  -0.11
C27 -1.6908 -3.0848 2.9588  -0.02
C28 -1.3867 -4.3453 3.4020  -0.07
C29 -0.1042 -4.8507 3.1670  -0.11
C30 0.8631 -4.0726 2.5850  -0.11
C31 0.5006 -2.7989 2.1406  -0.05
C32 -1.4762 0.0835 3.1205  -0.10
C33 -0.4901 0.6528 3.9901  -0.02
C34 -0.9022 1.3718 5.0981  -0.09
C35 -2.2240 1.5136 5.3865  -0.11
C36 -3.1848 0.9812 4.5747  -0.07
C37 -2.8151 0.2196 3.4811  -0.02
H22 0.3904 0.5037 1.9989  0.10
H23 -2.6847 -2.6567 3.1134  0.12
H24 -2.1511 -4.9567 3.8663  0.10
H25 0.2576 -5.8643 3.4190  0.11
H26 1.9327 -4.4553 2.5231  0.13
H27 1.3261 -2.1747 1.7522  0.12
H28 0.5813 0.4488 3.9105  0.12
H29 -0.1161 1.7911 5.7234  0.11
H30 -2.4964 2.0982 6.2503  0.11
H31 -4.2406 1.1530 4.7449  0.11
H32 -3.4910 -0.2606 2.7603  0.11
O6 1.3927 2.2067 -4.3147  0.03
C38 0.5703 1.7461 -3.5611  -0.52
N4 -0.3223 1.3430 -2.8314  0.00

Cartesian forces, eV/Å:
Pd -0.3900 0.3570 0.1419
C 2.3358 -0.3365 -0.2386
C -1.4391 -1.3277 1.9631
C 2.3157 -0.2484 -0.5633
C 0.7786 0.8180 -0.3428
C 0.1459 0.4447 -0.0970
C -1.7682 0.2858 -0.3987
C 1.0881 -2.2939 0.5483
C -1.4574 -0.4495 -0.3784
N 2.6934 1.5329 -1.0763
C -1.1365 1.1115 1.2804
O 0.2600 -0.8108 -0.8977
C -0.8283 0.2790 -0.0600
C 0.0473 1.2060 0.4793
C -2.0004 0.4438 0.5813
C -1.0508 -2.6373 -1.0590
C -0.1699 0.0181 0.3064
N 1.3927 -0.5382 0.2192
C 1.5171 0.5841 -0.4192
O -0.5207 0.1150 0.3648
N 0.4762 -1.1524 0.3485
C -0.1423 0.8491 -0.0599
C -0.3984 -0.1092 0.4287
C 0.5087 -0.5190 -1.6836
C 0.8774 1.4342 -1.0583
C -1.3713 0.2403 0.5785
C 0.7444 0.9106 -0.7674
C -0.8910 -0.0117 0.2106
C 2.1399 -0.0779 0.9304
H -1.1370 0.9535 0.1626
H -0.2305 -0.4791 -0.3217
H -1.0700 0.0914 -0.5537
H -0.6244 0.2628 -0.0348
H 0.3918 0.2767 0.1372
H -0.4432 -0.4151 -0.0189
H 0.5464 0.0342 -0.1266
H 0.1875 0.6036 0.1663
H -0.5068 0.1736 0.6922
H 0.1566 -1.0655 -0.4369
H 0.1248 -0.1179 0.0291
H 1.0415 1.7052 0.4578
H 0.0567 0.0764 0.0677
H 0.5552 0.1518 0.7993
H -0.3913 -0.3886 0.5569
H -0.5585 -1.2392 0.9725
H 0.1355 -0.6036 0.0037
H -0.1340 -0.2040 0.2635
H -0.8007 -0.0416 0.1884
H -0.6311 0.6887 -1.1238
H -0.4458 -0.3169 -0.2955
O -0.0124 1.8641 0.9387
C -0.2668 -0.7424 0.1465
C -1.6934 -0.6784 1.2280
O 1.2263 0.5448 -0.2249
O 0.3393 0.4901 -1.4570
C 0.5187 -0.5384 1.0944
C -0.9631 1.4126 -0.3142
C 0.3815 -0.6764 -0.4295
C 0.6135 -1.2574 0.3730
C 0.7416 0.1240 -0.2749
C 1.8444 0.6462 -0.3001
C 1.2958 -0.4088 0.9255
C -0.7919 -0.8021 -0.6951
C 1.6282 -0.2595 -0.3011
C -0.5550 0.9932 0.8675
C -0.7633 -0.5057 -0.5850
C 0.3669 -0.2632 -1.5775
H 0.1675 -0.9901 -1.2162
H 0.2397 -0.3325 0.0353
H 0.0855 0.0570 0.0700
H -0.8629 0.4853 0.2719
H -1.5712 0.6535 -0.1365
H -0.7406 -0.3350 0.0722
H -0.2839 0.0924 -0.3409
H -0.3377 -0.0137 0.0967
H -0.1860 0.0726 0.1499
H 0.0585 -0.0715 0.2314
H -0.2091 0.3713 0.7004
O -0.8194 -0.6401 1.0501
C -1.0740 -0.0298 0.1230
N 1.6434 0.4736 -1.3876

Calculated values
- LUMO level (spin up / spin down): -0.0205 / -0.0966 Ha
- Total charge: 0
- Multiplicity: 5

Entry 2:
This record from OMol25 describes C38H33BrN2OPS5TeW as an isolated structure in a non-equilibrium geometry. The level of theory is wB97M-V/def2-TZVPD.

Last column: Löwdin charge in e.
Cartesian coordinates (Å):
W1 -0.0949 -0.3974 0.1979  0.61
C1 2.5422 -2.9471 0.0665  -0.06
C2 2.9450 -2.2018 1.3282  -0.37
C3 2.1525 -2.6023 2.5637  -0.07
C4 3.0030 -0.6877 1.1034  -0.27
C5 4.3717 -0.2968 0.5749  -0.06
O1 4.1065 0.7946 -0.3193  0.02
C6 2.8086 0.7654 -0.6095  -0.29
N1 2.0830 -0.0808 0.0602  -0.05
C7 2.4832 1.8100 -1.6364  -0.11
C8 3.5955 2.3426 -2.3011  0.00
C9 3.4721 3.4291 -3.1461  -0.03
C10 2.2341 4.0324 -3.3155  -0.03
C11 1.1285 3.4967 -2.6846  -0.08
C12 1.2233 2.3704 -1.8690  -0.29
P1 -0.3469 1.6903 -1.2342  0.97
C13 -1.2964 1.3702 -2.7583  -0.35
C14 -2.6780 1.1620 -2.7198  -0.13
C15 -3.3802 0.8836 -3.8806  -0.06
C16 -2.7161 0.7924 -5.0981  -0.06
C17 -1.3429 0.9794 -5.1426  -0.07
C18 -0.6396 1.2678 -3.9809  -0.09
C19 -1.0499 3.1557 -0.4184  -0.38
C20 -2.2315 3.7693 -0.8161  -0.08
C21 -2.7250 4.8525 -0.1031  -0.06
C22 -2.0455 5.3295 1.0086  -0.05
C23 -0.8505 4.7348 1.3927  -0.06
C24 -0.3543 3.6570 0.6786  -0.12
H1 2.5302 -4.0242 0.2302  0.09
H2 3.2162 -2.7420 -0.7705  0.09
H3 1.5274 -2.6865 -0.2566  0.02
H4 3.9880 -2.4697 1.5383  0.14
H5 1.1065 -2.2894 2.5108  0.00
H6 2.5890 -2.1620 3.4605  0.09
H7 2.1713 -3.6836 2.6802  0.08
H8 2.7788 -0.1623 2.0377  0.11
H9 4.8390 -1.0938 -0.0083  0.14
H10 5.0596 0.0600 1.3376  0.15
H11 4.5703 1.9115 -2.1445  0.12
H12 4.3447 3.8176 -3.6490  0.12
H13 2.1293 4.9097 -3.9357  0.12
H14 0.1581 3.9558 -2.8368  0.12
H15 -3.2195 1.2212 -1.7835  0.06
H16 -4.4510 0.7423 -3.8316  0.12
H17 -3.2642 0.5820 -6.0054  0.11
H18 -0.8123 0.9081 -6.0821  0.11
H19 0.4325 1.4122 -4.0461  0.11
H20 -2.7837 3.4211 -1.6798  0.10
H21 -3.6465 5.3204 -0.4174  0.11
H22 -2.4405 6.1620 1.5716  0.11
H23 -0.3069 5.1029 2.2516  0.11
H24 0.5830 3.2039 0.9947  0.09
S1 -3.7974 3.5390 5.2510  0.60
C25 -3.0045 2.6337 4.1640  -1.50
S2 -3.7626 1.9434 2.7518  0.93
C26 -2.3498 1.1730 2.0919  -1.07
C27 -1.2104 1.3130 2.8084  -1.09
S3 0.2759 0.6616 2.2479  0.63
S4 -1.3187 2.2370 4.2815  0.92
S5 -2.3690 0.3996 0.5539  0.51
Te1 -1.3633 -2.6332 1.0335  1.01
C28 -0.3235 -4.3722 0.4441  -0.63
C29 -0.0816 -4.7344 -0.8762  -0.16
C30 0.6260 -5.8936 -1.1618  -0.08
C31 1.0840 -6.7083 -0.1352  -0.08
C32 0.8201 -6.3652 1.1825  -0.08
C33 0.1200 -5.2002 1.4701  -0.18
H25 -0.4487 -4.1270 -1.6982  0.08
H26 0.8091 -6.1704 -2.1909  0.11
H27 1.6311 -7.6123 -0.3625  0.11
H28 1.1552 -7.0017 1.9897  0.11
H29 -0.0737 -4.9415 2.5024  0.09
Br1 -0.2146 -2.8508 -6.2546  0.84
C34 -0.1776 -2.2683 -4.4809  -0.69
C35 1.0274 -1.9178 -3.8906  -0.07
C36 0.9990 -1.4589 -2.5877  -0.13
N2 -0.1294 -1.3506 -1.8666  -0.13
C37 -1.2821 -1.7116 -2.4545  -0.17
C38 -1.3527 -2.1693 -3.7548  -0.09
H30 1.9644 -1.9916 -4.4194  0.11
H31 1.9178 -1.1921 -2.0873  0.09
H32 -2.1696 -1.6430 -1.8357  0.09
H33 -2.3066 -2.4364 -4.1810  0.12

Cartesian forces, eV/Å:
W -0.7649 0.6495 0.7604
C -0.1469 -0.0204 -0.1290
C 0.1206 -0.0617 0.0118
C -0.1751 0.0490 0.0540
C -0.0482 0.1699 -0.0088
C 0.1270 0.0930 0.0468
O -0.1970 -0.1142 0.1480
C -0.1719 0.3992 -0.3307
N 0.2850 0.0164 -0.1199
C 0.0573 -0.3331 0.3228
C 0.0166 0.1105 -0.1459
C -0.0971 -0.0422 0.0436
C 0.0747 -0.0557 0.0484
C -0.1022 0.0384 -0.0324
C -0.0909 -0.0573 -0.0396
P 0.2785 -0.1409 -0.0577
C 0.0039 0.1803 0.0366
C -0.0968 0.0102 0.1211
C 0.0474 -0.0271 -0.1205
C 0.0276 0.0264 0.0889
C -0.0500 -0.0256 0.0528
C 0.1352 -0.0555 -0.1570
C 0.0723 -0.0950 -0.0114
C -0.1394 0.0277 -0.1029
C 0.0594 0.0177 0.0812
C 0.0427 -0.0897 -0.0420
C -0.0683 0.0179 -0.0296
C 0.1800 -0.0215 0.1286
H 0.0774 -0.0061 0.0376
H 0.0373 0.0275 0.0267
H 0.1476 0.0063 0.1123
H -0.0185 -0.0741 0.0084
H 0.1533 -0.0353 -0.0035
H 0.0252 0.0540 0.0224
H 0.0165 -0.0658 0.0198
H 0.0557 -0.0518 -0.0643
H -0.0355 -0.0221 0.0483
H -0.0180 -0.0780 -0.0009
H 0.0161 -0.0049 0.0168
H 0.0576 0.0225 -0.0255
H -0.0037 0.0566 -0.0582
H 0.0131 -0.0242 0.0235
H 0.0674 -0.0044 -0.0706
H -0.0344 -0.0065 -0.0065
H -0.0372 -0.0131 -0.0324
H 0.0111 -0.0084 -0.0381
H -0.0836 -0.0128 0.0019
H 0.0786 -0.0017 0.0478
H -0.0521 0.0263 -0.0143
H -0.0290 0.0527 0.0282
H 0.0068 0.0246 0.0246
H -0.1281 0.0264 -0.0770
S -0.0424 0.0561 0.0409
C -0.0331 -0.0532 -0.0969
S -0.1402 0.0071 -0.0818
C 0.0624 0.0454 0.0797
C -0.0540 0.0534 -0.0014
S 0.0581 -0.2044 -0.2798
S 0.1735 -0.0145 0.0553
S 0.3889 -0.2380 0.0629
Te -0.2573 -0.0113 -0.1238
C 0.0659 -0.0831 0.0118
C -0.0840 -0.0249 -0.1142
C -0.0087 -0.0031 0.0061
C -0.0052 0.0246 0.0184
C -0.0286 0.0421 -0.0462
C 0.0581 -0.1117 -0.0687
H 0.0248 -0.0278 0.0997
H 0.0107 -0.0044 -0.0573
H 0.0161 -0.0351 -0.0107
H 0.0182 -0.0286 0.0252
H -0.0238 0.0405 0.0491
Br -0.0175 -0.0514 -0.1414
C 0.0902 0.0436 0.0356
C -0.1722 0.0421 0.1762
C -0.1400 -0.1373 -0.1079
N 0.3106 0.0668 -0.1839
C -0.0349 0.0138 0.0784
C 0.0443 0.0388 0.1420
H 0.0330 -0.0166 -0.0564
H -0.0357 0.0374 -0.0352
H 0.0589 0.0050 -0.0849
H -0.0397 -0.0249 -0.0359

Calculated values
- LUMO level (spin up / spin down): -0.1403 / -0.1436 Ha
- Total charge: +1

Entry 3:
This record from OMol25 describes C38H33IrNOP as an isolated structure. The level of theory is wB97M-V/def2-TZVPD.

Last column: Löwdin charge in e.
Cartesian coordinates (Å):
Ir1 0.2933 -0.0938 -0.0754  1.15
O1 0.4478 -0.9976 1.9891  -0.18
C1 1.3885 -0.3912 2.8879  -0.12
C2 2.3001 0.5343 2.1286  -0.24
C3 3.3645 1.1203 2.7945  0.02
C4 4.1894 1.9995 2.1191  0.01
C5 3.9293 2.2701 0.7803  -0.01
C6 2.8617 1.6504 0.1794  -0.11
N1 2.0540 0.7892 0.8332  -0.06
H1 -0.3245 -1.3466 2.4556  0.11
H2 1.9744 -1.1705 3.3734  0.15
H3 0.8578 0.1725 3.6561  0.15
H4 3.5355 0.8882 3.8386  0.14
H5 5.0220 2.4705 2.6259  0.14
H6 4.5418 2.9564 0.2127  0.13
H7 2.6143 1.8417 -0.8555  0.10
C7 3.4923 -5.0465 -2.1111  0.05
C8 2.4877 -4.9475 -3.0738  -0.01
C9 1.5840 -3.9186 -2.9873  -0.02
C10 1.6513 -2.9844 -1.8985  -0.28
C11 2.6891 -3.0813 -0.9526  -0.06
C12 3.5852 -4.1124 -1.0436  0.01
P1 0.4939 -1.5764 -1.8627  0.90
C13 -1.1264 -2.2114 -2.3029  -0.41
C14 -1.5191 -3.5097 -1.9744  -0.09
C15 -2.8270 -3.9113 -2.2056  -0.04
C16 -3.7442 -3.0183 -2.7441  -0.03
C17 -3.3611 -1.7170 -3.0511  -0.04
C18 -2.0577 -1.3070 -2.8226  -0.11
C19 1.3011 -0.9333 -3.3563  -0.33
C20 0.7435 -1.0715 -4.6426  -0.05
C21 1.4343 -0.5962 -5.7373  -0.01
C22 2.6996 -0.0221 -5.5738  0.01
C23 3.2754 0.0902 -4.3061  -0.03
C24 2.5876 -0.3680 -3.2036  -0.08
H8 4.2234 -5.8438 -2.1699  0.14
H9 2.4322 -5.6671 -3.8793  0.14
H10 0.7955 -3.8129 -3.7210  0.13
H11 2.7432 -2.3663 -0.1398  0.10
H12 4.3668 -4.2393 -0.3055  0.13
H13 -0.8160 -4.2153 -1.5433  0.11
H14 -3.1300 -4.9231 -1.9694  0.12
H15 -4.7628 -3.3370 -2.9248  0.13
H16 -4.0803 -1.0252 -3.4703  0.12
H17 -1.7659 -0.2859 -3.0537  0.11
H18 -0.2330 -1.5208 -4.7705  0.11
H19 1.0009 -0.6739 -6.7259  0.13
H20 3.2431 0.3299 -6.4421  0.13
H21 4.2603 0.5250 -4.1950  0.13
H22 3.0361 -0.3022 -2.2177  0.10
C25 -3.9420 -2.1500 2.8261  -0.01
C26 -4.4480 -0.8660 2.9955  -0.02
C27 -3.9912 0.1599 2.1928  0.02
C28 -2.9812 -0.0645 1.2304  -0.21
C29 -2.5109 -1.3866 1.0500  -0.06
C30 -2.9842 -2.4112 1.8366  -0.05
C31 -2.5424 1.0435 0.4543  0.00
C32 -1.3752 1.1678 -0.3109  -0.18
C33 -1.2572 2.2730 -1.2221  -0.23
C34 -0.1702 2.2806 -2.1337  -0.06
C35 -0.0101 3.2731 -3.0681  -0.03
C36 -0.9342 4.3218 -3.1196  0.00
C37 -2.0160 4.3493 -2.2407  -0.02
C38 -2.1840 3.3455 -1.3143  0.02
H23 -4.3099 -2.9607 3.4422  0.13
H24 -5.2054 -0.6750 3.7440  0.13
H25 -4.3933 1.1599 2.3111  0.13
H26 -1.8307 -1.6142 0.2356  0.06
H27 -2.6441 -3.4269 1.6744  0.12
H28 -3.2212 1.8876 0.4853  0.11
H29 0.5401 1.4594 -2.1113  0.05
H30 0.8228 3.2502 -3.7591  0.12
H31 -0.8099 5.1152 -3.8464  0.13
H32 -2.7274 5.1633 -2.2853  0.13
H33 -3.0332 3.4104 -0.6511  0.12

Cartesian forces, eV/Å:
Ir 0.0469 0.0350 -0.0354
O 0.0331 -0.1461 0.0224
C -0.0942 -0.0033 -0.0331
C 0.0082 -0.0028 -0.0443
C 0.0613 0.0111 0.0478
C 0.0213 -0.0002 0.0261
C 0.0361 0.0361 -0.0085
C -0.0898 -0.0590 -0.0164
N 0.0254 0.1077 0.0402
H -0.0005 0.0285 0.0092
H 0.0303 -0.0425 0.0340
H -0.0296 0.0358 0.0193
H -0.0049 0.0068 -0.0266
H -0.0238 -0.0123 -0.0082
H -0.0032 -0.0069 0.0183
H -0.0160 -0.0014 -0.0352
C 0.0145 0.0772 0.0806
C 0.0887 -0.0469 0.0405
C -0.0947 0.1278 0.1242
C -0.0010 -0.0558 -0.1045
C -0.0602 0.0583 -0.0096
C 0.0654 -0.1630 -0.1112
P 0.0714 -0.1495 0.0344
C -0.0271 0.0537 0.0376
C 0.0376 -0.0709 -0.0206
C -0.0063 0.0050 0.0097
C -0.0157 -0.0023 0.0093
C -0.0139 0.0124 -0.0077
C -0.0279 0.0277 -0.0176
C -0.0442 -0.0800 -0.1100
C 0.0300 0.0372 0.0295
C -0.0132 -0.0240 0.0230
C 0.0535 0.0124 0.0307
C -0.0068 0.0055 -0.0463
C 0.0253 0.0267 -0.0033
H -0.0237 0.0024 -0.0204
H -0.0054 0.0123 0.0067
H 0.0114 -0.0147 -0.0293
H 0.0055 -0.0126 -0.0116
H -0.0265 0.0216 0.0003
H -0.0121 0.0426 -0.0181
H 0.0103 0.0184 0.0006
H 0.0264 0.0090 -0.0035
H 0.0206 -0.0139 0.0076
H -0.0129 -0.0469 0.0051
H 0.0197 -0.0063 0.0080
H 0.0101 0.0062 0.0152
H -0.0183 -0.0064 0.0225
H -0.0248 -0.0122 -0.0087
H -0.0271 0.0146 0.0038
C 0.0024 -0.0120 -0.0171
C -0.0095 -0.0088 0.0172
C -0.0166 0.0567 0.0214
C -0.0254 -0.0290 -0.0067
C 0.0574 -0.0278 0.0482
C -0.0064 -0.0140 0.0157
C 0.0817 -0.0356 -0.0752
C -0.2346 0.1078 0.0001
C 0.0481 -0.0522 -0.0532
C -0.0082 0.0897 0.0128
C -0.0113 0.0288 -0.0104
C -0.0020 -0.0048 -0.0240
C 0.0003 0.0228 -0.0169
C -0.0057 0.0149 0.0143
H 0.0065 0.0188 -0.0044
H 0.0156 -0.0042 -0.0219
H 0.0150 -0.0392 0.0019
H 0.0250 0.0283 -0.0191
H -0.0157 0.0308 0.0030
H -0.0156 0.0690 0.0283
H 0.0640 -0.0459 0.0379
H -0.0237 0.0074 0.0142
H -0.0033 -0.0201 0.0283
H 0.0253 -0.0152 -0.0053
H 0.0078 -0.0181 0.0339

Calculated values
- LUMO level (spin up / spin down): -0.2988 / -0.4479 Ha
- Total charge: +3
- Multiplicity: 6

- Among the records above, which one has the lowest total charge?
  C38H32N4O6Pd